w:
7
Properties=species:S:1:pos:R:3 method="wB97M-V/def2-TZVPD" e_homo_ev=-9.619 lumo_energy_ev=-0.7103 multiplicity=1 mol_weight_g_mol=107.565
Cl 0.676 2.255 0.649
S 1.040 -1.923 0.532
N 0.207 -0.421 0.993
C 2.052 -0.920 -0.243
C 1.059 0.400 0.147
H -0.728 -0.274 1.387
H 0.650 0.247 -0.859



x:
7
Properties=species:S:1:pos:R:3 method="wB97M-V/def2-TZVPD" e_homo_ev="-8.762 / -8.737" lumo_energy_ev="-1.2422 / -1.3190" multiplicity=1 mol_weight_g_mol=107.565
Cl -1.652 2.488 -2.229
S -0.032 -0.129 -2.772
N 0.457 -0.497 -1.103
C -0.163 0.595 -0.622
C -0.821 1.076 -1.677
H -0.559 0.375 1.367
H 0.516 -1.435 -0.684



Most stable pick: w. Distance to second place: 21.6 kcal/mol.



w:
17
Properties=species:S:1:pos:R:3 method="wB97M-V/def2-TZVPD" charge=-1 smiles="C=CC[C@@H](N)C[O-]" e_homo_ev=-2.742 lumo_energy_ev=3.9416 multiplicity=1 mol_weight_g_mol=100.141
O 2.420 -0.030 -1.013
N 0.602 1.789 -0.923
C 0.008 0.060 0.663
C 1.218 -0.325 -1.695
C -0.841 -1.069 0.953
C -1.698 -1.012 2.084
C -0.012 0.487 -0.881
H -1.016 0.343 -1.389
H 1.254 0.013 -2.722
H -0.210 0.921 1.347
H 0.209 2.513 -0.125
H 1.109 -0.259 0.817
H -2.509 -1.664 2.317
H -1.159 -2.025 0.270
H -1.742 -0.241 2.784
H 1.589 1.850 -0.702
H 0.778 -1.353 -1.785



x:
17
Properties=species:S:1:pos:R:3 method="wB97M-V/def2-TZVPD" charge=-1 smiles="N/C=C/CCC[O-]" e_homo_ev=-1.948 lumo_energy_ev=3.5012 multiplicity=1 mol_weight_g_mol=100.141
O -3.505 1.095 0.853
N 2.778 -1.727 -0.391
C 0.034 0.898 -0.129
C 0.800 -0.406 -0.169
C -1.460 0.745 -0.440
C -2.325 0.450 0.863
C 2.141 -0.477 -0.200
H 0.151 1.501 0.776
H -1.911 1.688 -0.756
H 3.634 -1.833 0.105
H -1.607 -0.044 -1.179
H -2.483 -0.688 0.796
H 2.708 0.432 -0.338
H -1.715 0.561 1.783
H 2.144 -2.501 -0.381
H 0.438 1.592 -0.890
H 0.178 -1.286 -0.301



Most stable pick: x. Distance to second place: 29.3 kcal/mol.



w:
12
Properties=species:S:1:pos:R:3 method="wB97M-V/def2-TZVPD" smiles=CCS.S e_homo_ev=-9.085 lumo_energy_ev=0.8222 multiplicity=1 mol_weight_g_mol=96.220
S -0.232 0.974 2.601
S -2.297 -1.833 -2.092
C 0.614 0.143 -0.214
C 0.796 1.123 0.937
H 0.398 2.114 0.773
H 0.899 -0.869 0.061
H 1.194 0.392 -1.108
H 0.283 -0.191 2.952
H 1.792 1.143 1.391
H -1.587 -0.669 -2.239
H -0.464 0.260 -0.346
H -1.397 -2.587 -2.714



x:
12
Properties=species:S:1:pos:R:3 method="wB97M-V/def2-TZVPD" smiles=CSC.S e_homo_ev=-8.488 lumo_energy_ev=0.7280 multiplicity=1 mol_weight_g_mol=96.220
S 1.722 -1.315 0.380
S -3.006 1.564 0.499
C 1.019 0.172 1.128
C 0.773 -1.366 -1.169
H 1.590 0.420 2.016
H 0.948 0.980 0.410
H 0.049 -0.543 -1.229
H 0.139 -2.247 -1.221
H 1.478 -1.236 -1.989
H -2.975 1.519 -0.844
H -1.777 2.106 0.463
H 0.038 -0.053 1.556



Most stable pick: x. Distance to second place: 7.2 kcal/mol.



w:
15
Properties=species:S:1:pos:R:3 method="wB97M-V/def2-TZVPD" charge=+1 e_homo_ev=-15.817 lumo_energy_ev=-4.1195 multiplicity=1 mol_weight_g_mol=98.125
O 0.101 1.594 0.352
N 1.772 -0.334 -0.600
C -0.513 -0.764 0.423
C 1.028 -1.128 0.376
C 2.578 0.307 -1.174
C -1.317 -0.170 -0.720
C -0.968 0.673 0.454
H -1.104 -1.509 0.968
H 0.741 1.209 -0.301
H 0.011 2.596 0.153
H -2.403 -0.533 -0.757
H 1.213 -2.108 -0.011
H 1.363 -0.951 1.405
H -1.708 1.101 1.154
H -0.794 0.017 -1.722



x:
15
Properties=species:S:1:pos:R:3 method="wB97M-V/def2-TZVPD" charge=+1 e_homo_ev="-13.383 / -13.394" lumo_energy_ev="-5.2024 / -5.2257" multiplicity=1 mol_weight_g_mol=98.125
O 1.177 1.671 0.044
N -1.114 1.176 -0.362
C -2.697 -0.557 0.398
C -1.950 0.386 0.045
C 0.321 0.693 -0.615
C 0.427 -0.675 -0.006
C 1.853 -1.119 0.289
H 1.755 1.335 0.725
H 1.919 -2.101 0.799
H -3.143 -1.235 -0.327
H 0.457 0.744 -1.667
H 2.577 -0.491 0.715
H -2.650 -0.883 1.467
H 2.268 -1.131 -0.781
H -1.199 2.187 -0.724



Most stable pick: w. Distance to second place: 49.7 kcal/mol.



w:
15
Properties=species:S:1:pos:R:3 method="wB97M-V/def2-TZVPD" charge=+1 smiles="C=[N+]1CC[C@H]2O[C@H]21" e_homo_ev="-13.742 / -13.742" lumo_energy_ev="-5.2039 / -5.2043" multiplicity=1 mol_weight_g_mol=98.125
O -1.390 0.993 0.514
N 0.823 0.412 0.155
C -0.254 1.201 -0.222
C 0.230 -0.825 0.777
C -1.625 0.051 -0.489
C 2.011 0.807 -0.140
C -0.939 -1.216 -0.090
H -2.313 0.174 -1.196
H -1.785 -1.855 0.494
H 2.279 1.771 -0.545
H -0.179 -0.378 1.814
H 1.101 -1.445 0.766
H -0.700 -1.710 -0.923
H 2.794 0.059 -0.047
H -0.052 1.962 -0.867



x:
15
Properties=species:S:1:pos:R:3 method="wB97M-V/def2-TZVPD" charge=+1 smiles=[NH3+][C@]12[C@@H]3[C@H]1CO[C@@H]32 e_homo_ev=-13.402 lumo_energy_ev=-3.7652 multiplicity=1 mol_weight_g_mol=98.125
O -1.551 -1.199 -0.569
N 1.086 0.733 1.664
C -1.516 0.183 -0.994
C -0.285 -1.488 -0.168
C 0.403 -0.080 0.554
C 0.785 -0.693 -0.802
C -0.119 0.581 -0.690
H 0.261 1.582 -1.031
H -1.901 0.383 -1.987
H -2.349 0.523 -0.325
H 1.692 -0.791 -1.353
H 1.098 0.343 2.566
H -0.075 -2.486 0.351
H 0.515 1.533 1.582
H 1.955 0.877 1.202



y:
15
Properties=species:S:1:pos:R:3 method="wB97M-V/def2-TZVPD" charge=+1 e_homo_ev=-15.248 lumo_energy_ev=-5.5759 multiplicity=1 mol_weight_g_mol=98.125
O -1.787 0.019 0.715
N -0.174 0.614 -0.880
C 1.011 0.153 -0.996
C 0.608 -0.232 1.168
C -1.020 1.292 -1.816
C -0.649 0.159 0.439
C 0.736 -1.528 1.819
H -1.987 0.786 -1.860
H 1.659 -1.620 2.384
H -0.566 1.328 -2.804
H -1.201 2.307 -1.456
H 0.630 -2.365 1.124
H -0.118 -1.633 2.507
H 1.209 0.598 1.519
H 1.649 0.121 -1.862



Most stable pick: y. Distance to second place: 17.0 kcal/mol.



w:
21
Properties=species:S:1:pos:R:3 method="wB97M-V/def2-TZVPD" charge=+2 smiles="C[C@@H]([NH3+])C/C=C/[NH3+]" e_homo_ev=-18.243 lumo_energy_ev=-7.1512 multiplicity=1 mol_weight_g_mol=102.181
N 2.557 -1.331 -0.656
N -2.667 2.041 0.981
C 0.182 -1.338 -1.409
C -1.152 1.705 0.928
C 1.024 -1.238 -0.158
C -0.764 0.370 0.639
C 0.701 0.176 0.616
H 2.734 -0.393 -1.067
H 0.008 -0.336 -1.866
H -2.855 2.655 0.189
H -3.076 2.679 1.708
H 0.621 -1.908 -2.208
H 1.026 -2.088 0.472
H -0.661 2.711 0.819
H 1.221 0.136 1.643
H -0.734 -1.936 -1.089
H 2.469 -2.130 -1.320
H 3.116 -1.466 0.132
H -3.258 1.222 1.049
H -1.538 -0.394 0.696
H 1.046 0.863 -0.099



x:
21
Properties=species:S:1:pos:R:3 method="wB97M-V/def2-TZVPD" charge=+2 e_homo_ev=-19.179 lumo_energy_ev=-8.4927 multiplicity=1 mol_weight_g_mol=102.181
N -0.284 -1.368 1.362
N 1.579 1.385 -0.820
C 1.683 -1.029 -1.268
C 0.931 0.073 -1.050
C -0.576 0.126 -0.918
C -2.130 0.663 1.086
C -0.770 0.392 0.534
H -2.733 1.190 0.380
H -0.660 -2.337 0.841
H 0.020 0.821 1.223
H 1.265 -1.902 -1.854
H -1.062 -0.906 -1.152
H 2.333 1.324 -0.095
H -1.089 0.831 -1.564
H 2.074 1.875 -1.642
H 0.800 -1.429 1.170
H 2.793 -0.949 -1.392
H -2.137 1.186 2.042
H -0.278 -1.719 2.312
H -2.658 -0.274 1.251
H 0.898 2.044 -0.446



Most stable pick: w. Distance to second place: 34.0 kcal/mol.